ClNO4S as an isolated structure at a distorted geometry. Source: OMol25; level of theory: ωB97M-V/def2-TZVPD.

Geometry as XYZ:
```
7
Properties=species:S:1:pos:R:3:forces:R:3
N -1.168 0.874 -0.149 0.3 -0.2 0.0
O -0.822 1.924 -0.537 -0.2 0.9 -0.3
O -2.153 0.359 0.225 -1.1 0.1 0.1
O 1.026 -2.715 0.125 -0.4 2.9 0.2
O 0.948 0.039 1.434 1.3 1.1 2.5
S 0.497 -0.557 0.263 0.6 -4.4 -3.3
Cl 1.672 0.077 -1.361 -0.4 -0.4 0.8
```
Forces are in eV/Å.

Output
total charge = 0
orbital gap (spin up / spin down) = 7.4499 / 8.6429 eV
energy relative to the best compared isomer or geometry (same formula, charge and spin) = 484.75 kJ/mol

Atomic partial charges in e from the Mulliken method, atoms 1 to 4: N 0.838; O -0.370; O -0.433; O -0.382

***

A 10-piece molecular cluster, C5H28NO10 overall at a distorted geometry. Source: OMol25; level of theory: ωB97M-V/def2-TZVPD.

Geometry as XYZ:
```
44
Properties=species:S:1:pos:R:3:forces:R:3
O 3.877 -1.158 2.948 -1.0 -0.3 -0.8
C 2.697 -1.299 3.262 4.0 1.2 1.2
C 1.656 -1.611 2.311 -2.7 -1.9 -0.8
C 2.071 -1.757 0.816 2.1 2.0 1.0
C 2.034 -0.339 0.258 -2.3 0.2 -0.8
C 2.799 0.735 0.363 0.4 -0.1 0.5
N 0.607 -0.057 -0.385 3.0 -0.1 0.2
H 2.650 -1.107 4.349 -1.7 -0.4 -0.1
H 0.791 -0.912 2.364 0.7 -0.1 0.2
H 1.130 -2.570 2.632 0.8 0.9 -0.2
H 3.120 -2.039 0.627 -0.4 -0.4 0.8
H 1.446 -2.502 0.390 -0.7 -0.2 -0.9
H 2.479 1.756 0.163 -0.3 -0.5 -0.5
H 3.794 0.711 0.785 0.0 -0.5 0.1
H 0.813 0.546 -1.200 -0.9 -0.5 0.4
H 0.037 0.407 0.325 -0.7 0.6 0.6
H 0.229 -0.972 -0.572 -0.5 -0.1 -0.6
H -1.708 0.892 1.896 2.1 0.5 0.2
H -0.560 2.037 1.736 -0.3 -0.1 0.0
O -0.699 1.082 1.710 -1.3 0.0 -0.3
H -2.648 -2.745 1.493 0.0 0.0 0.4
H -1.841 -2.275 0.330 0.4 0.4 0.4
O -1.961 -2.096 1.294 -0.3 -0.5 -0.9
H -2.061 0.029 3.714 0.2 -0.5 -0.2
H -2.430 -0.740 2.315 0.3 -0.2 0.8
O -2.623 -0.007 2.938 -1.1 0.4 -0.6
H -0.177 -0.572 -3.503 0.2 0.1 -0.2
H 0.512 -1.754 -4.264 0.1 0.1 0.0
O -0.202 -1.527 -3.664 -0.1 -0.3 0.4
H -2.045 3.735 -0.405 0.6 -1.0 0.1
H -1.434 4.836 0.236 0.9 0.2 0.6
O -1.226 3.898 0.111 -1.6 0.7 -0.6
H -0.526 -2.316 -1.986 -0.8 -0.7 -1.4
H -1.735 -3.442 -1.715 0.2 0.1 -1.1
O -1.102 -2.812 -1.388 0.4 0.6 2.4
H -3.563 0.937 -2.855 0.5 0.1 -0.2
H -4.058 0.352 -1.615 0.5 -0.1 0.4
O -3.217 0.649 -2.000 -1.0 0.0 -0.2
H 0.817 1.757 -3.074 -0.1 0.2 0.0
H -0.219 1.464 -4.184 0.1 0.1 0.0
O 0.039 1.231 -3.285 -0.1 -0.2 -0.2
H 1.219 3.609 -1.595 0.2 -0.5 0.2
H 0.244 3.148 -0.565 -0.2 -0.2 -0.1
O 0.974 2.798 -1.112 0.2 0.9 -0.3
```
Forces are in eV/Å.

Output
total charge = +1
orbital gap = 9.6435 eV
energy relative to the best compared isomer or geometry (same formula, charge and spin) = 97.66 kJ/mol

Atomic partial charges in e from the Mulliken method, atoms 1 to 4: O -0.486; C -0.209; C 0.042; C -0.726

***

C39H37AgBF5N6PS as an isolated structure. Source: OMol25; level of theory: ωB97M-V/def2-TZVPD.

Geometry as XYZ:
```
91
Properties=species:S:1:pos:R:3:forces:R:3
Ag 0.430 -0.201 -0.066 0.0 -0.4 0.0
C -4.984 1.553 -1.109 0.1 0.0 0.1
C -3.534 1.444 -1.457 0.1 0.0 0.0
C -2.937 1.625 -2.684 0.0 0.0 -0.1
C -1.562 1.412 -2.459 -0.1 0.1 -0.1
N -1.350 1.130 -1.183 -0.1 0.0 -0.1
N -2.553 1.141 -0.570 -0.1 0.1 0.2
B -2.708 0.818 0.944 0.2 0.0 -0.2
N -1.699 1.662 1.767 -0.1 -0.2 0.0
N -0.392 1.719 1.454 0.1 0.3 0.2
C 0.151 2.644 2.237 -0.1 0.1 0.1
C -0.828 3.179 3.104 0.1 0.0 0.1
C -1.994 2.526 2.770 0.0 0.0 -0.1
C -3.368 2.724 3.326 0.1 0.0 -0.1
C 1.555 3.068 2.083 0.0 0.0 0.0
C 2.202 3.774 3.096 0.0 0.0 0.0
C 3.521 4.182 2.950 0.0 0.0 0.0
C 4.216 3.900 1.781 0.0 0.0 0.0
C 3.576 3.211 0.758 0.0 0.0 0.0
C 2.260 2.801 0.909 -0.1 0.0 0.0
N -2.582 -0.711 1.216 0.1 0.2 0.0
N -1.439 -1.419 1.029 -0.3 -0.5 0.0
C -1.752 -2.703 1.247 -0.1 0.2 0.0
C -3.114 -2.807 1.594 0.0 -0.2 0.0
C -3.604 -1.527 1.561 0.0 0.1 0.0
C -4.998 -1.068 1.852 0.1 0.0 0.0
C -0.828 -3.858 1.160 0.1 0.0 0.1
C -1.149 -5.017 1.872 0.0 0.0 0.1
C -0.338 -6.141 1.822 0.0 0.0 0.0
C 0.815 -6.135 1.049 0.0 0.0 0.0
C 1.145 -4.990 0.337 0.0 -0.1 0.0
C 0.338 -3.864 0.396 -0.1 0.1 0.0
C -0.458 1.440 -3.433 0.0 0.0 0.0
C 0.860 1.628 -3.020 0.0 0.1 -0.1
C 1.906 1.586 -3.927 0.0 0.0 0.0
C 1.654 1.363 -5.275 0.0 0.0 0.0
C 0.343 1.190 -5.701 0.0 0.0 0.0
C -0.702 1.232 -4.788 0.0 0.0 0.0
H -5.534 1.882 -1.989 0.0 0.0 0.0
H -5.397 0.594 -0.792 0.0 0.0 0.0
H -5.154 2.270 -0.304 0.0 0.0 0.0
H -3.432 1.887 -3.608 0.1 0.0 0.1
H -3.811 1.140 1.286 0.0 0.0 -0.1
H -0.716 3.953 3.849 0.0 -0.1 -0.1
H -3.329 3.461 4.127 0.0 0.0 0.0
H -4.054 3.086 2.558 0.0 0.0 0.0
H -3.782 1.796 3.726 0.0 0.0 0.0
H 1.673 3.992 4.017 0.0 0.0 0.0
H 4.011 4.715 3.756 0.0 0.0 0.0
H 5.245 4.220 1.667 0.0 0.0 0.0
H 4.104 2.994 -0.163 0.0 0.0 0.0
H 1.755 2.270 0.115 0.0 0.0 -0.1
H -3.676 -3.700 1.820 0.0 0.1 0.0
H -5.587 -1.917 2.196 0.0 0.0 0.0
H -5.017 -0.296 2.623 0.0 0.0 0.0
H -5.481 -0.657 0.966 0.0 0.0 0.0
H -2.038 -5.030 2.491 0.0 0.0 0.0
H -0.609 -7.024 2.389 0.0 0.0 0.0
H 1.443 -7.016 0.995 0.0 0.0 0.0
H 2.031 -4.979 -0.287 0.0 0.0 0.0
H 0.590 -2.995 -0.190 0.0 0.2 -0.1
H 1.055 1.797 -1.971 0.0 0.0 0.1
H 2.926 1.715 -3.582 0.0 0.0 0.0
H 2.470 1.311 -5.985 0.0 0.0 0.0
H 0.133 1.001 -6.747 0.0 0.0 0.0
H -1.718 1.054 -5.123 0.0 0.0 0.0
F 4.499 -1.734 -6.043 0.1 0.0 -0.1
C 3.455 -1.735 -5.199 0.0 0.0 0.0
C 3.612 -1.367 -3.883 0.0 0.0 0.1
F 4.827 -0.995 -3.445 0.1 0.1 0.1
C 2.533 -1.369 -3.024 -0.2 -0.2 -0.1
F 2.789 -0.994 -1.759 0.0 0.1 0.2
C 1.232 -1.728 -3.408 0.3 0.1 -0.1
S -0.146 -1.681 -2.372 0.2 0.0 0.4
C 1.129 -2.093 -4.759 0.0 0.0 0.2
F -0.062 -2.441 -5.256 -0.2 -0.1 -0.1
C 2.198 -2.103 -5.630 -0.1 0.0 0.0
F 2.029 -2.464 -6.910 -0.1 0.0 -0.2
C 3.051 0.369 3.115 0.0 0.1 -0.1
P 2.159 -0.715 1.922 0.1 -0.1 -0.1
C 1.459 -1.866 3.172 -0.1 0.1 -0.1
C 3.607 -1.667 1.304 -0.1 0.0 0.0
H 3.630 -0.256 3.802 0.0 0.0 0.0
H 2.337 0.965 3.685 0.0 0.0 0.0
H 3.725 1.049 2.589 -0.1 0.0 0.1
H 2.262 -2.365 3.719 0.0 0.0 0.0
H 0.815 -2.610 2.714 0.0 -0.1 0.0
H 0.858 -1.279 3.870 0.0 0.0 0.0
H 4.173 -2.106 2.129 0.0 0.0 0.0
H 4.247 -0.980 0.745 0.0 -0.1 0.0
H 3.283 -2.454 0.622 0.0 0.0 0.0
```
Forces are in eV/Å.

Output
total charge = -1
orbital gap = 6.5763 eV
energy relative to the best compared isomer or geometry (same formula, charge and spin) = 61.97 kJ/mol

Atomic partial charges in e from the Mulliken method, atoms 1 to 4: Ag 1.001; C -1.302; C 0.857; C -1.636

***

C40H57N3O2PPtSi as an isolated structure. Source: OMol25; level of theory: ωB97M-V/def2-TZVPD.

Geometry as XYZ:
```
105
Properties=species:S:1:pos:R:3:forces:R:3
Pt -0.323 0.323 0.466 -0.6 0.4 0.0
O 7.460 2.033 -1.526 0.0 0.0 0.0
C 6.228 2.176 -2.057 0.0 0.0 0.0
O 6.070 2.791 -3.069 0.0 0.0 0.0
C 5.087 1.522 -1.328 0.0 0.0 0.0
C 5.128 1.214 0.026 0.0 0.0 0.0
C 4.023 0.649 0.645 0.0 0.1 0.0
C 2.886 0.392 -0.106 -0.1 -0.1 0.2
C 2.836 0.677 -1.458 0.1 0.1 0.0
C 3.935 1.257 -2.064 0.0 0.0 0.0
N 1.750 -0.202 0.549 0.2 -0.2 -0.1
C 1.954 -1.331 1.107 -0.3 -0.1 0.1
C 0.870 -1.943 1.886 0.0 0.2 -0.2
C 1.107 -2.976 2.768 0.0 0.0 0.0
C 0.088 -3.372 3.624 0.1 -0.1 0.0
C -1.109 -2.690 3.579 -0.1 0.0 0.0
C -1.280 -1.675 2.647 0.1 0.0 -0.1
N -0.336 -1.330 1.775 0.3 -0.1 0.0
H 7.452 1.408 -0.791 0.0 0.0 0.0
H 5.992 1.455 0.634 0.0 0.0 0.0
H 4.024 0.465 1.712 0.0 0.0 0.0
H 1.947 0.460 -2.026 -0.1 0.0 0.0
H 3.912 1.520 -3.114 0.0 0.0 0.0
H 2.923 -1.820 1.047 0.0 0.0 0.1
H 2.084 -3.439 2.801 0.0 0.0 0.0
H 0.243 -4.174 4.333 0.0 0.0 0.0
H -1.919 -2.927 4.255 0.0 0.0 0.0
H -2.192 -1.110 2.600 0.0 0.0 0.0
C -5.852 0.059 3.057 0.0 0.0 0.0
C -4.447 0.407 3.539 0.0 0.0 0.0
C -3.620 0.968 2.378 0.0 0.0 0.0
C -3.916 0.215 1.056 0.0 -0.1 0.1
C -4.452 -1.200 1.334 0.0 0.0 0.0
C -5.809 -1.104 2.050 0.0 0.0 0.0
P -2.560 0.440 -0.182 0.1 0.0 0.0
C -2.753 -0.796 -1.558 0.0 0.0 0.0
C -1.830 -2.018 -1.429 -0.1 0.0 0.0
C -1.933 -2.843 -2.709 0.0 0.0 0.0
C -3.337 -3.451 -2.885 0.0 0.0 0.0
C -4.383 -2.737 -2.026 0.0 0.0 0.0
C -4.192 -1.219 -1.986 0.0 0.0 0.0
C -3.027 2.025 -0.978 -0.2 -0.1 0.0
C -4.304 1.962 -1.843 0.0 0.0 -0.1
C -4.831 3.374 -2.152 0.0 0.0 0.0
C -3.681 4.371 -2.224 0.0 0.0 0.0
C -3.004 4.505 -0.850 0.0 0.0 0.0
C -3.128 3.215 -0.027 -0.1 0.0 0.0
H -6.290 0.947 2.593 0.0 0.0 0.0
H -6.498 -0.195 3.897 0.0 0.0 0.0
H -3.972 -0.488 3.958 0.0 0.0 0.0
H -4.484 1.139 4.346 0.0 0.0 0.0
H -2.551 0.942 2.619 0.0 0.0 0.0
H -3.859 2.023 2.251 0.0 0.0 0.0
H -4.748 0.734 0.566 0.0 0.0 0.0
H -3.770 -1.785 1.946 0.0 0.0 0.0
H -4.568 -1.760 0.415 0.0 -0.1 -0.1
H -6.004 -2.048 2.563 0.0 0.0 0.0
H -6.603 -0.986 1.309 0.0 0.0 0.0
H -2.345 -0.210 -2.388 0.1 0.1 0.0
H -2.106 -2.622 -0.556 0.0 0.0 0.0
H -0.799 -1.694 -1.269 0.0 0.0 0.0
H -1.171 -3.623 -2.728 0.0 0.0 0.0
H -1.707 -2.175 -3.546 0.0 0.0 0.0
H -3.321 -4.506 -2.605 0.0 0.0 0.0
H -3.627 -3.418 -3.937 0.0 0.0 0.0
H -4.348 -3.149 -1.014 0.0 0.0 0.0
H -5.385 -2.951 -2.400 0.0 0.0 0.0
H -4.958 -0.778 -1.350 0.0 0.0 0.0
H -4.385 -0.823 -2.984 0.0 0.0 0.0
H -2.194 2.218 -1.646 0.1 0.0 -0.1
H -5.098 1.389 -1.357 0.0 0.0 0.0
H -4.074 1.452 -2.782 0.0 0.0 0.0
H -5.531 3.688 -1.372 0.0 0.0 0.0
H -5.397 3.355 -3.084 0.0 0.0 0.0
H -4.032 5.344 -2.568 0.0 0.0 0.0
H -2.952 4.027 -2.966 0.0 0.0 0.0
H -3.436 5.336 -0.288 0.0 0.0 0.0
H -1.947 4.732 -0.996 -0.1 0.0 0.0
H -4.099 3.189 0.480 0.0 0.0 0.0
H -2.362 3.179 0.746 0.0 0.0 0.0
C -0.279 4.852 1.169 0.0 0.1 0.1
Si 0.685 3.272 0.883 0.0 -0.1 -0.1
C 2.436 3.837 0.524 0.0 0.0 -0.1
C 0.705 2.384 2.541 0.0 0.0 0.1
N 0.057 2.156 -0.335 0.2 -0.1 -0.1
C 0.135 2.406 -1.701 -0.2 0.1 0.1
C -0.117 1.415 -2.662 0.0 -0.1 0.1
C -0.089 1.677 -4.025 0.0 0.0 0.0
C 0.200 2.948 -4.493 0.0 0.0 0.0
C 0.457 3.947 -3.563 0.0 0.0 0.0
C 0.421 3.689 -2.202 0.0 0.0 0.0
H 0.354 5.453 1.831 -0.1 0.0 0.0
H -1.236 4.711 1.673 0.0 0.0 0.0
H -0.450 5.447 0.272 0.0 0.0 0.0
H 2.880 4.210 1.452 0.0 0.0 0.0
H 2.466 4.654 -0.197 0.0 0.0 0.0
H 3.071 3.042 0.137 0.0 0.0 0.0
H 0.899 3.139 3.309 0.0 0.0 0.0
H 1.509 1.646 2.607 0.0 0.0 0.0
H -0.239 1.897 2.803 0.0 0.0 0.0
H -0.312 0.407 -2.312 0.0 0.0 0.0
H -0.288 0.873 -4.724 0.0 0.0 0.0
H 0.228 3.159 -5.553 0.0 0.0 0.0
H 0.685 4.951 -3.899 0.0 0.0 0.0
H 0.604 4.505 -1.516 0.0 0.0 0.0
```
Forces are in eV/Å.

Output
total charge = +1
orbital gap = 5.5202 eV
energy relative to the best compared isomer or geometry (same formula, charge and spin) = 0.00 kJ/mol

Atomic partial charges in e from the Mulliken method, atoms 1 to 4: Pt 0.252; O -0.496; C 0.533; O -0.524

***

A 10-piece molecular cluster, C34H41Cl27FNO8S overall at a distorted geometry. Source: OMol25; level of theory: ωB97M-V/def2-TZVPD.

Geometry as XYZ:
```
113
Properties=species:S:1:pos:R:3:forces:R:3
C 2.151 7.492 2.877 -0.5 -1.2 -0.2
C 0.509 7.371 3.165 -1.4 4.0 2.4
O -0.075 8.379 3.826 2.9 -6.6 -4.3
O -0.165 6.152 2.675 1.2 3.9 0.2
C -1.491 6.451 2.112 -2.2 0.4 -0.3
C -1.821 5.666 0.696 -0.1 -0.3 1.3
C -3.081 4.620 1.038 0.1 -0.5 -0.3
C -3.309 3.499 -0.157 0.9 0.3 0.3
C -2.660 2.060 0.332 0.2 0.3 -2.0
C -1.029 2.263 0.358 0.5 -0.9 1.5
C -0.222 0.800 0.281 1.1 -1.5 0.4
C 0.053 0.081 1.746 1.9 -2.8 -4.0
C 0.875 -1.336 1.726 -0.8 1.8 -2.5
C 1.396 -2.011 0.286 -1.1 2.3 0.1
C 1.129 -1.293 -1.195 -1.4 0.9 2.6
C 1.686 -1.937 -2.602 1.4 0.5 -0.1
C 3.093 -1.103 -2.949 4.8 -2.0 2.8
O 4.183 -1.555 -2.268 -6.5 2.9 -3.7
N 3.194 0.033 -3.942 0.9 -2.4 2.1
C 4.346 0.910 -3.502 0.2 0.5 0.7
C 3.457 -0.641 -5.283 -1.0 -0.4 -0.6
C 0.296 0.157 -1.175 -0.1 -2.1 5.0
S -0.092 1.191 -2.687 5.5 3.4 -5.2
O 0.879 2.431 -2.639 -4.5 -4.4 1.0
O 0.162 0.503 -4.046 -2.2 1.2 5.4
F -1.684 1.846 -2.722 2.6 -1.7 0.7
C 2.237 -3.434 0.476 -0.5 -3.2 -2.2
O 2.140 -4.497 -0.323 0.7 6.7 4.7
C 3.213 -3.473 1.834 -1.1 1.1 2.9
C 4.702 -4.196 1.661 -0.2 1.3 -0.9
C 5.722 -2.955 1.197 0.2 0.6 -0.2
C 5.909 -1.816 2.364 -1.6 0.3 0.2
O 7.105 -0.961 2.207 -1.7 0.6 1.3
C 2.748 -2.858 3.141 0.2 -1.1 -4.1
C 1.248 -2.116 3.158 -2.0 -0.4 3.1
O 0.417 -2.139 4.210 5.1 0.3 -6.6
H 2.554 8.582 3.070 -1.2 -2.3 -0.3
H 2.406 7.133 1.768 -0.7 0.9 2.5
H 2.686 6.726 3.602 -1.1 1.6 -1.4
H -1.660 7.595 1.904 0.7 -2.2 0.8
H -2.288 6.111 2.908 1.7 0.7 -1.6
H -0.843 5.084 0.381 -2.1 1.1 0.5
H -2.113 6.459 -0.126 0.6 -1.8 1.6
H -4.090 5.187 1.257 2.2 -0.9 -0.5
H -2.832 4.013 2.026 -0.4 1.4 -1.9
H -4.439 3.414 -0.499 2.5 0.1 0.8
H -2.636 3.865 -1.072 -1.7 -0.9 1.7
H -2.914 1.283 -0.515 0.9 1.8 2.0
H -3.104 1.650 1.336 1.0 0.9 -1.8
H -0.616 3.023 -0.434 -0.9 -1.8 1.3
H -0.773 2.703 1.438 -0.3 -0.9 -2.4
H -0.292 0.531 2.774 0.7 -0.9 -2.4
H 2.041 -3.072 -2.501 -0.6 3.0 0.4
H 0.919 -1.927 -3.487 1.4 0.6 2.0
H 4.274 1.937 -4.072 0.3 -2.2 1.0
H 4.218 1.127 -2.344 0.3 -0.4 -2.5
H 5.348 0.332 -3.674 -1.6 1.4 0.3
H 4.580 -0.464 -5.575 -2.2 -0.5 0.4
H 2.688 -0.201 -6.075 2.0 -1.0 1.7
H 3.228 -1.800 -5.143 0.7 2.4 -0.7
H 4.703 -4.940 0.732 -0.3 1.5 2.3
H 5.065 -4.714 2.650 -0.9 1.1 -2.0
H 5.259 -2.425 0.234 1.0 -1.2 2.1
H 6.773 -3.352 0.866 -2.0 0.5 0.8
H 5.891 -2.280 3.454 0.1 0.7 -2.2
H 4.973 -1.087 2.276 1.8 -1.7 0.3
H 6.875 -0.130 2.756 0.7 -2.0 -1.4
H 3.457 -2.873 4.090 -2.0 -0.1 -2.1
Cl 8.862 -1.492 6.081 0.0 0.0 -0.2
C 9.862 -1.270 4.635 0.0 0.0 -0.2
Cl 10.524 0.372 4.582 -0.1 -0.2 0.0
Cl 11.167 -2.468 4.592 -0.2 0.1 0.0
H 9.232 -1.417 3.754 0.2 0.1 0.3
Cl -3.657 -3.981 3.281 0.2 -0.1 0.0
C -2.086 -4.717 3.643 0.1 0.1 -0.1
Cl -2.177 -5.678 5.129 0.0 0.1 -0.1
Cl -1.542 -5.719 2.287 0.0 0.1 0.1
H -1.357 -3.917 3.794 -0.2 -0.2 0.0
Cl 0.860 -4.387 -5.723 0.0 0.0 0.1
C -0.081 -5.149 -4.430 -0.2 -0.2 0.1
Cl 0.112 -4.256 -2.911 -0.8 -1.2 -0.3
Cl -1.792 -5.247 -4.880 0.3 0.0 0.1
H 0.295 -6.164 -4.283 -0.1 0.4 0.0
Cl -7.075 -3.040 -4.374 0.2 0.0 0.0
C -5.505 -3.777 -4.012 0.1 0.0 0.1
Cl -5.596 -4.737 -2.526 0.1 0.2 -0.2
Cl -4.960 -4.779 -5.368 -0.2 0.1 0.1
H -4.776 -2.976 -3.861 -0.2 -0.3 -0.1
Cl -6.376 1.920 -1.972 0.0 -0.2 0.1
C -6.244 0.669 -0.723 -0.1 0.0 0.0
Cl -4.645 -0.093 -0.772 -0.8 -0.5 -0.2
Cl -6.558 1.355 0.880 0.3 0.0 -0.4
H -6.997 -0.098 -0.923 0.3 0.3 0.1
Cl -11.219 -1.972 1.649 0.2 0.2 -0.1
C -10.055 -0.788 1.028 -0.1 0.1 0.2
Cl -9.009 -0.202 2.332 -0.4 -0.2 -0.1
Cl -9.086 -1.494 -0.277 -0.1 0.0 0.0
H -10.611 0.061 0.623 0.2 -0.3 0.1
Cl -5.571 10.299 2.652 0.2 -0.1 0.0
C -4.111 9.309 2.477 0.0 0.1 0.1
Cl -4.457 7.616 2.870 -0.2 0.3 0.0
Cl -3.461 9.446 0.834 -0.1 0.0 0.1
H -3.358 9.679 3.177 -0.2 -0.2 -0.2
Cl 0.241 2.277 -9.706 0.0 -0.2 0.1
C 0.373 1.026 -8.458 -0.2 0.1 0.1
Cl 1.972 0.265 -8.507 -0.2 0.0 -0.2
Cl 0.059 1.712 -6.855 0.1 -0.2 -0.3
H -0.380 0.260 -8.658 0.3 0.3 0.1
Cl -1.957 -10.745 4.926 0.0 0.2 -0.1
C -1.532 -9.409 3.843 0.0 0.1 0.0
Cl 0.211 -9.093 3.900 -0.2 0.0 0.0
Cl -2.046 -9.765 2.185 0.0 0.1 0.2
H -2.056 -8.511 4.181 0.2 -0.3 -0.1
```
Forces are in eV/Å.

Output
total charge = 0
orbital gap = 7.0605 eV

Atomic partial charges in e from the Mulliken method, atoms 1 to 4: C -0.815; C 0.536; O -0.549; O -0.363